Record 1
The following is a quantum chemistry calculation of C5H7NO in the gas phase, from the Open Molecules 2025 dataset.

Calculated values
ΔE to the lowest compared entry with this formula, charge and spin   45.3 kcal/mol
DFT total energy   -8834.239 eV
Structure (SMILES)   C=NCCC=C=O
Frontier orbital gap   9.7 eV

```
! RIJCOSX wB97M-V def2-TZVPD def2/J DEFGRID3
* xyz 0 1
O -2.147 -1.423 -0.686
C -1.134 -0.993 -1.089
C -1.252 0.725 1.426
N -0.242 1.174 0.813
C 0.903 0.289 0.712
C 1.190 -0.069 -0.753
C -0.011 -0.507 -1.564
H -2.157 1.330 1.493
H -1.284 -0.273 1.890
H 0.768 -0.630 1.310
H 1.778 0.816 1.109
H 1.957 -0.855 -0.762
H 1.625 0.802 -1.254
H 0.005 -0.388 -2.643
*
```

***

Record 2
The following is a quantum chemistry calculation of a molecular structure, C5H8O at a distorted geometry, from the Open Molecules 2025 dataset.

Calculated values
ΔE to the lowest compared entry with this formula, charge and spin   81.6 kcal/mol
DFT total energy   -7358.715 eV
Frontier orbital gap   10.5 eV

```
! RIJCOSX wB97M-V def2-TZVPD def2/J DEFGRID3
* xyz 0 1
O -2.287 -1.307 -1.114
C -1.726 -1.466 -0.153
C -0.595 0.890 0.479
C -0.010 1.178 -0.892
C 1.211 0.438 -0.390
C 0.481 0.216 0.897
H -0.180 -2.460 1.040
H -1.401 1.391 0.999
H -0.505 0.720 -1.731
H 0.154 2.217 -1.154
H 1.491 -0.428 -0.947
H 2.070 1.074 -0.323
H 0.529 -2.374 1.415
H 0.768 -0.090 1.874
*
```

***

Record 3
The following is a quantum chemistry calculation of a molecular structure, C47H47ClMoN8O3SSiTe, from the Open Molecules 2025 dataset.

Calculated values
ΔE to the lowest compared entry with this formula, charge and spin   0.0 kcal/mol
DFT total energy   -107950.271 eV
Frontier orbital gap (spin up / spin down)   6.7 / 6.7 eV

```
! RIJCOSX wB97M-V def2-TZVPD def2/J DEFGRID3
* xyz 0 1
Mo -0.228 0.448 0.066
C -5.803 -4.193 -0.028
C -4.798 -3.075 -0.124
C -5.197 -1.745 -0.208
C -4.266 -0.726 -0.300
C -4.693 0.706 -0.446
O -4.518 1.294 -1.494
C -5.333 1.370 0.725
C -5.247 0.818 2.000
C -5.790 1.491 3.085
C -6.433 2.705 2.894
C -6.528 3.256 1.619
C -5.974 2.594 0.539
C -2.897 -1.008 -0.265
O -2.067 0.016 -0.302
C -2.465 -2.340 -0.175
C -3.440 -3.343 -0.115
C -1.036 -2.705 -0.168
N -0.076 -1.846 -0.185
C 1.302 -2.384 -0.214
C 1.808 -2.407 -1.643
Te 3.805 -3.157 -1.810
C 3.184 -5.116 -2.308
C 3.371 -6.160 -1.409
C 3.013 -7.457 -1.755
C 2.454 -7.718 -2.997
C 2.249 -6.677 -3.893
C 2.620 -5.384 -3.554
C -0.758 -4.178 -0.142
C -0.623 -4.894 -1.324
C -0.360 -6.256 -1.283
C -0.239 -6.902 -0.062
C -0.389 -6.188 1.120
C -0.653 -4.827 1.085
H -6.821 -3.812 -0.108
H -5.716 -4.717 0.926
H -5.656 -4.928 -0.821
H -6.253 -1.497 -0.204
H -4.735 -0.125 2.150
H -5.705 1.070 4.078
H -6.861 3.228 3.740
H -7.028 4.204 1.475
H -6.016 3.011 -0.458
H -3.121 -4.375 -0.050
H 1.343 -3.387 0.205
H 1.929 -1.747 0.403
H 1.787 -1.408 -2.065
H 1.198 -3.052 -2.277
H 3.796 -5.961 -0.433
H 3.168 -8.263 -1.048
H 2.178 -8.729 -3.267
H 1.815 -6.874 -4.865
H 2.483 -4.580 -4.267
H -0.727 -4.387 -2.276
H -0.239 -6.808 -2.205
H -0.027 -7.963 -0.031
H -0.300 -6.691 2.075
H -0.773 -4.259 2.002
C -2.786 4.224 0.829
Si -1.277 3.340 1.514
C -1.878 2.218 2.871
C -0.078 4.564 2.293
N -0.558 2.445 0.152
C -0.441 3.138 -1.066
C -0.304 4.524 -1.179
C -0.206 5.147 -2.417
C -0.233 4.403 -3.583
C -0.322 3.017 -3.510
C -0.401 2.425 -2.270
O -0.378 1.051 -2.084
C -0.653 0.190 -3.151
C 0.395 -0.296 -3.910
C 0.125 -1.213 -4.915
C -1.182 -1.619 -5.150
C -2.222 -1.093 -4.394
C -1.967 -0.171 -3.388
H -3.475 4.452 1.647
H -3.315 3.574 0.126
H -2.556 5.156 0.313
H -2.497 2.827 3.537
H -1.070 1.789 3.460
H -2.493 1.400 2.496
H -0.401 4.799 3.310
H -0.012 5.507 1.747
H 0.922 4.132 2.351
H -0.278 5.123 -0.281
H -0.114 6.225 -2.462
H -0.174 4.887 -4.549
H -0.325 2.410 -4.405
H 1.403 0.045 -3.709
H 0.937 -1.608 -5.513
H -1.390 -2.339 -5.930
H -3.242 -1.397 -4.587
H -2.761 0.270 -2.798
Cl 4.890 0.425 -0.720
C 3.605 1.130 -1.781
H 3.346 0.351 -2.490
H 4.035 1.989 -2.288
N 2.335 0.059 1.911
N 1.726 0.918 0.989
N 2.217 2.261 1.073
C 2.628 2.541 -0.095
N 2.441 1.545 -1.055
N 1.753 0.528 -0.373
H 3.258 0.414 2.140
H 1.737 0.015 2.729
H 3.102 3.476 -0.354
S -1.488 -2.017 3.964
C -0.961 -1.022 2.804
N -0.582 -0.288 1.973
*
```

***

Record 4
The following is a quantum chemistry calculation of C7H14 in the gas phase, from the Open Molecules 2025 dataset.

Calculated values
ΔE to the lowest compared entry with this formula, charge and spin   21.0 kcal/mol
DFT total energy   -7485.383 eV
Structure (SMILES)   CC(C)CC1CC1
Frontier orbital gap   11.3 eV

```
! RIJCOSX wB97M-V def2-TZVPD def2/J DEFGRID3
* xyz 0 1
C -0.623 -1.377 -0.963
C 0.591 -1.052 -0.089
C 1.812 -1.740 -0.707
C 0.775 0.464 0.119
C -0.271 1.096 1.028
C -0.864 2.461 0.793
C -1.730 1.243 0.679
H -0.467 -0.992 -1.980
H -0.766 -2.461 -1.037
H -1.545 -0.947 -0.572
H 0.427 -1.492 0.907
H 1.663 -2.827 -0.698
H 1.942 -1.443 -1.756
H 2.746 -1.525 -0.175
H 1.759 0.639 0.581
H 0.804 0.977 -0.854
H -0.104 0.869 2.081
H -1.007 3.129 1.638
H -0.623 2.968 -0.139
H -2.065 0.974 -0.318
H -2.456 1.035 1.461
*
```

***

Record 5
The following is a quantum chemistry calculation of C3H7N3OS in the gas phase at a distorted geometry, from the Open Molecules 2025 dataset.

Calculated values
ΔE to the lowest compared entry with this formula, charge and spin   69.3 kcal/mol
DFT total energy   -20575.179 eV
Structure (SMILES)   [H]/N=C\NO/C(C)=N/S
Frontier orbital gap   9.7 eV

```
! RIJCOSX wB97M-V def2-TZVPD def2/J DEFGRID3
* xyz 0 1
C -1.023 1.888 0.261
C -0.342 0.633 -0.194
C 2.399 -0.810 0.085
H -1.841 2.130 -0.401
H -1.413 1.736 1.284
H -0.331 2.742 0.260
H 1.012 -0.928 -1.408
H 2.771 -1.837 -0.170
H 2.306 0.678 1.243
H -2.418 -2.106 0.041
N 1.659 -0.254 -0.969
N 2.722 -0.279 1.183
N -0.800 -0.543 -0.266
O 0.947 0.883 -0.589
S -2.433 -0.764 0.207
*
```

***

Record 6
The following is a quantum chemistry calculation of 13 unconnected molecules or ions with the total composition C5H36N2O13 at a distorted geometry, from the Open Molecules 2025 dataset.

Calculated values
ΔE to the lowest compared entry with this formula, charge and spin   140.9 kcal/mol
DFT total energy   -35364.785 eV
Frontier orbital gap   9.2 eV

```
! RIJCOSX wB97M-V def2-TZVPD def2/J DEFGRID3
* xyz 0 1
C -2.296 -2.478 -2.264
C -1.150 -1.581 -1.866
N -1.612 -0.268 -1.564
C -0.613 0.237 -0.596
C -1.758 0.621 -2.744
C -2.495 2.019 -2.576
N -1.824 2.679 -1.487
O 0.024 -1.861 -1.864
H -3.296 -2.001 -2.239
H -2.046 -2.952 -3.238
H -2.376 -3.221 -1.519
H -1.113 1.033 0.008
H 0.331 0.723 -0.943
H -0.189 -0.421 0.168
H -0.871 0.794 -3.419
H -2.536 0.238 -3.495
H -2.227 2.420 -3.621
H -3.592 2.033 -2.477
H -0.794 2.644 -1.405
H -1.989 2.052 -0.629
H 1.297 -3.675 -1.745
H -0.046 -4.280 -1.664
O 0.883 -4.533 -1.641
H 0.225 2.768 1.996
H 0.901 1.397 1.453
O 0.857 2.353 1.366
H 2.991 -0.028 -2.563
H 3.103 1.195 -1.790
O 3.587 0.343 -1.882
H 0.498 -2.334 1.057
H -0.826 -2.703 0.470
O -0.412 -2.498 1.314
H -3.964 2.695 1.834
H -3.045 3.390 0.961
O -3.041 2.972 1.828
H -1.031 -3.917 3.167
H -1.952 -3.048 2.591
O -1.931 -3.616 3.368
H 4.027 -0.021 0.172
H 4.957 -0.414 1.203
O 4.373 -0.856 0.559
H 2.275 3.030 -1.074
H 1.050 2.728 -0.194
O 1.390 2.654 -1.150
H 3.174 -2.792 1.326
H 2.126 -3.452 0.849
O 2.382 -3.187 1.759
H 4.354 3.203 0.206
H 3.147 2.810 1.292
O 3.761 2.571 0.597
H 0.765 -0.817 2.589
H -0.620 -1.120 3.139
O 0.056 -0.441 3.113
H -1.506 2.857 4.317
H -0.757 1.549 4.467
O -0.628 2.511 4.481
*
```

***

Record 7
The following is a quantum chemistry calculation of 3 unconnected molecules or ions with the total composition C5H13NO2 at a distorted geometry, from the Open Molecules 2025 dataset.

Calculated values
ΔE to the lowest compared entry with this formula, charge and spin   86.3 kcal/mol
DFT total energy   -10978.137 eV
Structure (SMILES)   C=C/C=C(/C)N.O.O
Frontier orbital gap   8.7 eV

```
! RIJCOSX wB97M-V def2-TZVPD def2/J DEFGRID3
* xyz 0 1
N -1.350 0.662 0.183
C -0.973 -0.543 0.770
C -0.342 -1.535 0.171
C 0.502 -1.435 -1.091
C 0.381 -1.195 -2.459
C -1.262 -0.765 2.263
H -1.193 1.682 0.690
H -1.399 0.777 -0.797
H -0.005 -2.452 0.668
H 1.537 -1.631 -0.669
H 1.205 -1.244 -3.037
H -0.516 -0.862 -3.010
H -0.508 -1.577 2.588
H -2.284 -1.219 2.429
H -0.982 0.153 2.882
H 2.034 2.213 -2.817
H 0.747 1.657 -3.249
O 1.097 2.308 -2.622
H 1.661 1.154 2.131
H 0.516 2.170 2.270
O 1.135 1.683 2.706
*
```

***

Record 8
The following is a quantum chemistry calculation of 2 unconnected molecules or ions with the total composition C3H6NO2S at a distorted geometry, from the Open Molecules 2025 dataset.

Calculated values
ΔE to the lowest compared entry with this formula, charge and spin   85.7 kcal/mol
DFT total energy   -19626.811 eV
Frontier orbital gap   4.8 eV

```
! RIJCOSX wB97M-V def2-TZVPD def2/J DEFGRID3
* xyz -1 1
C -0.190 -0.690 -0.080
C -0.449 0.268 -1.204
S -2.018 -0.397 -3.654
N 0.987 -0.293 0.689
C 0.663 0.419 1.753
O -0.299 1.137 2.051
O 1.731 0.500 2.685
H -1.039 -0.628 0.607
H -0.014 -1.727 -0.348
H -1.070 1.122 -0.940
H 0.380 0.597 -1.830
H -1.082 -0.226 -2.029
H 2.398 -0.082 2.300
*
```